This record from OMol25 describes a cluster of 2 separate species, C2H7N in total. The level of theory is the ωB97M-V functional and the def2-TZVPD basis.

```
10
Properties=species:S:1:pos:R:3:forces:R:3
C 1.6743 0.2297 3.2446 0.42 0.39 0.35
H 0.8368 -0.0836 2.6373 -0.07 -0.43 0.03
H 1.3576 0.4884 4.2536 -0.24 0.21 -0.11
H 2.1133 1.0970 2.7562 0.05 0.12 0.13
H 2.4584 -0.5110 3.3837 -0.16 -0.29 -0.41
C -0.8322 0.2865 -2.3365 0.56 0.21 -1.18
N -1.2676 -0.6246 -1.5991 0.10 0.92 1.57
H -0.1839 1.0816 -1.9736 0.19 -0.24 0.59
H -0.9285 0.3791 -3.4273 -0.70 -0.22 0.03
H -1.9740 -1.2324 -1.9526 -0.14 -0.66 -1.01
```
Forces are in eV/Å.

Output
SMILES   C=N.C
Frontier orbital gap   11.02 eV
Electronic energy   -135.10685 a.u.
Lowest unoccupied orbital energy   1.15 eV

Here are the Mulliken charges for atoms 1 to 8, given in e:
1 C -0.8952
2 H 0.2187
3 H 0.2273
4 H 0.2236
5 H 0.2243
6 C -0.2208
7 N -0.4472
8 H 0.2271

---

This record from OMol25 describes a structure of composition C56H51NO2P2Pd. The level of theory is the ωB97M-V functional and the def2-TZVPD basis.

```
113
Properties=species:S:1:pos:R:3:forces:R:3
C 3.2915 3.8439 -1.3955 -0.43 0.31 0.14
C 1.9790 4.1869 -1.7633 0.29 0.01 0.44
C 0.9513 4.1165 -0.8177 -0.50 -0.20 0.35
C 1.2028 3.6239 0.4897 1.67 0.25 0.30
C 0.1221 3.0727 1.3489 -0.99 -0.05 -0.96
C 0.1688 1.6588 1.3921 -0.38 -1.76 0.04
C -0.8554 0.7622 1.6255 1.68 -0.06 -0.31
C -2.2699 0.9846 1.6593 -1.45 0.15 0.00
C -3.1012 -0.0261 2.2111 0.53 0.35 -0.04
C -4.4669 0.1719 2.3543 0.05 0.14 -0.22
C -5.0408 1.3716 1.9179 -0.13 -0.23 0.14
C -4.2572 2.3391 1.2937 0.14 -0.11 -0.17
C -2.8937 2.1385 1.1200 0.08 -0.46 0.35
Pd -0.5152 -1.6985 -0.0134 -0.25 0.79 -0.05
P 1.7018 -1.7226 -0.0843 -0.19 0.29 0.82
C 2.7654 -0.8149 1.0728 0.76 0.34 -0.27
C 3.9223 -0.1468 0.6268 -0.05 -0.19 0.16
C 4.7337 0.5285 1.5442 -0.16 0.14 -0.09
C 4.3725 0.6026 2.8802 -0.17 -0.37 0.00
C 3.1902 -0.0147 3.3186 0.72 -1.54 -0.24
C 2.4059 -0.7535 2.4205 0.52 -0.07 0.11
C 2.0722 -3.4858 0.1071 0.75 -0.15 0.25
C 3.2178 -3.9402 0.7812 -0.36 -0.40 -0.33
C 3.3920 -5.3108 0.9868 -0.20 -0.05 -0.08
C 2.4202 -6.2195 0.5464 -0.06 0.17 -0.09
C 1.2678 -5.7593 -0.1043 0.18 0.17 -0.03
C 1.0966 -4.3902 -0.3235 -0.01 -0.36 0.11
C 2.3119 -1.2026 -1.7065 0.34 -0.30 -0.33
C 3.1380 -2.0585 -2.4474 -0.03 0.52 -0.08
C 3.6232 -1.6451 -3.6880 -0.10 0.11 0.01
C 3.2695 -0.3901 -4.1925 0.00 -0.08 -0.01
C 2.4247 0.4542 -3.4631 0.04 -0.05 0.21
C 1.9399 0.0516 -2.2177 0.26 -0.28 -0.14
P -1.9102 -1.5678 -1.7536 0.38 0.01 0.78
C -1.9911 -0.0393 -2.7076 -0.30 0.28 -0.57
C -1.5509 0.0579 -4.0398 -0.31 0.20 0.45
C -1.5305 1.3006 -4.6694 -0.05 0.02 0.08
C -1.9642 2.4413 -3.9963 -0.02 0.00 0.08
C -2.4343 2.3438 -2.6835 -0.06 -0.32 -0.02
C -2.4535 1.1073 -2.0431 0.17 -0.02 -0.20
C -1.4031 -2.8758 -2.8901 -0.31 -0.47 -0.18
C -2.1047 -4.0909 -2.9346 0.46 0.23 -0.18
C -1.5301 -5.1855 -3.5821 0.06 0.14 -0.04
C -0.2768 -5.0676 -4.1887 -0.09 0.03 -0.04
C 0.4102 -3.8515 -4.1646 -0.31 0.16 0.02
C -0.1532 -2.7530 -3.5202 -0.05 -0.21 0.19
C -3.5437 -1.9081 -1.0537 -0.88 0.25 -0.72
C -4.6970 -1.2045 -1.4493 0.03 -0.63 0.30
C -5.9097 -1.4677 -0.8108 0.07 -0.04 0.11
C -5.9854 -2.4278 0.2021 0.06 0.08 -0.06
C -4.8373 -3.1124 0.6032 0.18 0.02 -0.25
C -3.6144 -2.8436 -0.0134 -0.38 0.14 0.07
C 2.5435 3.3646 0.8587 -0.26 -0.08 -0.44
C 3.5728 3.4674 -0.0822 -0.19 0.19 0.23
H 4.0969 3.9392 -2.1204 -0.16 -0.14 0.09
H 1.7778 4.5314 -2.7833 -0.03 -0.15 0.45
H -0.0733 4.3824 -1.1176 0.44 -0.22 0.15
H -0.8232 3.5933 1.2161 0.26 -0.17 0.10
H 1.1622 1.2011 1.2500 -0.51 0.36 0.32
H -0.5346 -0.2846 1.8287 -0.11 0.74 -0.18
H -2.6290 -0.9663 2.5215 -0.21 0.42 -0.02
H -5.0788 -0.6237 2.7778 0.09 0.27 -0.10
H -6.1162 1.5284 2.0258 0.34 -0.03 -0.02
H -4.7051 3.2405 0.8905 -0.09 -0.09 0.03
H -2.3203 2.8218 0.4925 -0.25 -0.16 0.32
H 4.2019 -0.1744 -0.4270 -0.04 -0.02 0.29
H 5.6547 1.0043 1.2031 -0.21 -0.09 0.04
H 4.9729 1.1538 3.6007 -0.01 -0.14 -0.17
H 2.9973 -0.1358 4.3777 -0.02 0.20 -0.25
H 1.5258 -1.2820 2.7897 0.21 0.20 -0.12
H 3.9517 -3.2236 1.1440 -0.10 -0.12 -0.07
H 4.2870 -5.6720 1.4946 -0.25 0.07 -0.10
H 2.5524 -7.2912 0.7135 0.00 0.35 -0.02
H 0.4956 -6.4558 -0.4437 0.31 0.19 0.16
H 0.1760 -3.9957 -0.7801 0.46 -0.28 0.07
H 3.4159 -3.0294 -2.0376 -0.06 0.22 -0.13
H 4.2909 -2.3039 -4.2456 -0.20 0.22 0.06
H 3.6591 -0.0667 -5.1602 -0.13 -0.09 0.28
H 2.1579 1.4415 -3.8463 0.06 -0.31 0.04
H 1.2812 0.7011 -1.6340 0.15 -0.17 -0.17
H -1.2582 -0.8376 -4.5828 -0.02 0.27 0.10
H -1.1904 1.3659 -5.7010 -0.06 0.05 0.18
H -1.9646 3.4074 -4.4987 0.04 -0.20 0.08
H -2.8177 3.2198 -2.1632 0.09 -0.08 -0.13
H -2.8449 1.0023 -1.0268 0.22 0.12 -0.38
H -3.0768 -4.1620 -2.4466 0.24 -0.10 -0.14
H -2.0709 -6.1293 -3.6146 0.15 0.14 -0.02
H 0.1642 -5.9208 -4.7029 -0.11 0.15 0.17
H 1.3799 -3.7432 -4.6475 -0.18 -0.10 0.12
H 0.3869 -1.8033 -3.4486 -0.08 -0.45 -0.06
H -4.6438 -0.4806 -2.2628 -0.03 -0.18 0.23
H -6.8036 -0.9252 -1.1110 0.13 -0.10 0.05
H -6.9393 -2.6421 0.6868 0.25 0.10 -0.15
H -4.8835 -3.8631 1.3899 -0.04 0.18 -0.11
H -2.6988 -3.3351 0.3270 -0.22 0.07 -0.12
H 2.7327 3.0325 1.8808 0.06 -0.08 -0.20
H 4.5997 3.2508 0.2235 -0.39 0.04 -0.13
O 2.1355 1.8240 3.8252 -1.78 1.09 0.54
C 0.9560 1.5487 4.2227 1.50 -0.25 -0.53
C 0.1162 2.7683 4.6165 -0.08 -0.28 0.42
C 0.8854 3.8803 5.3390 -0.34 0.15 0.23
C 0.8104 5.1060 4.4126 0.35 -0.17 -0.21
C -0.4388 4.8485 3.5760 -0.21 -0.05 0.72
N -0.4053 3.3833 3.3832 -0.55 1.02 -0.57
O 0.4201 0.4322 4.2690 -0.31 0.18 0.25
H -0.7188 2.3913 5.2440 0.23 0.28 -0.52
H 0.3498 4.0788 6.2769 0.28 0.10 -0.10
H 1.9136 3.5858 5.5596 -0.21 0.01 -0.09
H 0.7638 6.0422 4.9769 0.04 -0.09 -0.26
H 1.6830 5.1098 3.7451 -0.12 0.12 0.21
H -1.3275 5.1362 4.1624 0.08 -0.08 -0.22
H -0.4671 5.3594 2.6157 0.04 0.08 -0.03
H -1.3414 3.0193 3.1825 0.41 0.04 0.00
```
Forces are in eV/Å.

Output
Frontier orbital gap   4.88 eV
Electronic energy   -3180.28453 a.u.
Lowest unoccupied orbital energy   -1.43 eV

Here are the Mulliken charges for atoms 1 to 8, given in e:
1 C -0.5608
2 C -0.7475
3 C -0.2760
4 C -0.5177
5 C -0.3383
6 C 2.1071
7 C -0.5089
8 C 0.9106

---

This record from OMol25 describes a structure of composition C24H46Cl2N3O5SiTi. The level of theory is the ωB97M-V functional and the def2-TZVPD basis.

```
82
Properties=species:S:1:pos:R:3:forces:R:3
C 3.1567 0.3391 2.5309 0.33 -0.26 -0.16
C 1.9228 1.1723 2.6634 -0.50 1.22 0.56
H 3.9462 0.8709 1.9814 -0.12 -0.18 0.09
H 2.9316 -0.5976 2.0066 0.07 0.21 0.08
H 3.5751 0.0898 3.5215 -0.18 0.09 -0.24
C 1.9577 2.4996 2.8989 -0.36 -0.97 0.28
C 3.1909 3.3155 3.0388 0.36 0.50 -0.12
H 1.0361 3.0406 3.1218 0.20 -0.28 -0.19
H 3.9563 3.0439 2.2994 -0.03 0.04 0.27
H 3.6198 3.2410 4.0493 0.04 -0.06 -0.25
H 2.9393 4.3727 2.8863 0.19 -0.11 0.01
Ti -0.1769 -1.1279 -0.1637 -0.41 1.13 0.86
Cl 0.7550 -3.0329 0.7059 0.97 -1.69 0.46
C -2.9768 0.3880 0.7832 1.36 0.00 -1.15
O -2.1002 0.5250 -0.0952 -1.66 0.45 1.09
N -4.1798 0.9895 0.7469 -0.05 0.24 0.10
C -4.4765 1.9979 -0.2598 -0.08 -0.12 0.09
C -5.1403 0.8396 1.8330 0.25 0.01 -0.09
H -2.8102 -0.2634 1.6640 -0.13 0.16 -0.40
H -3.8714 1.8158 -1.1513 -0.09 0.03 0.21
H -4.2852 3.0134 0.1184 0.07 -0.21 -0.04
H -5.5411 1.9316 -0.5040 0.14 0.01 -0.10
H -4.8582 -0.0406 2.4248 -0.17 0.29 -0.08
H -6.1406 0.6965 1.4030 0.20 -0.05 0.18
H -5.1515 1.7309 2.4818 0.00 -0.29 -0.17
H -3.0095 -2.4256 -4.4112 0.13 -0.04 0.03
H -2.3142 -4.8906 -4.2290 0.24 0.11 0.03
C -1.9494 -2.1576 -4.3457 0.19 -0.11 -0.10
C -1.2748 -4.5406 -4.1491 -0.15 0.04 0.25
N -1.2328 -3.1869 -3.5941 -0.43 -0.22 -0.58
H -1.8509 -1.1990 -3.8358 0.09 -0.17 -0.10
C -0.6064 -2.8825 -2.4679 0.51 2.02 0.92
O -0.3742 -1.6792 -2.1272 -0.52 -2.61 -1.77
H -0.7218 -5.2342 -3.5049 -0.09 0.24 -0.13
H -0.3255 -3.7127 -1.8026 0.07 0.12 -0.24
H -1.5463 -2.1019 -5.3621 -0.04 0.14 0.12
H -0.8320 -4.5531 -5.1576 -0.07 0.06 0.35
H 2.8238 1.9031 0.1944 -0.07 0.12 -0.36
H 0.8682 4.3890 0.7299 0.00 -0.08 -0.22
C 2.5021 2.4614 -0.6977 0.01 -0.27 0.55
C 0.7279 4.1588 -0.3362 -0.03 -0.04 0.01
N 1.0752 2.7735 -0.6160 -0.52 -0.08 -0.99
H 2.7171 1.8696 -1.5918 -0.13 0.04 0.19
C 0.1313 1.9211 -1.0899 0.75 -1.16 0.18
O 0.3270 0.7092 -1.3110 -0.20 2.45 -0.36
H -0.3232 4.3296 -0.5925 0.19 0.02 0.06
H -0.8561 2.3871 -1.2675 0.23 -0.20 0.26
H 3.0464 3.4115 -0.7372 -0.07 -0.22 -0.02
H 1.3663 4.8268 -0.9273 -0.21 -0.04 0.09
O 0.5212 -0.0676 1.2211 0.33 1.18 1.64
C 0.6151 0.4035 2.5539 -0.22 -0.70 -1.17
C -0.9759 2.2887 2.1372 -0.02 0.70 -0.07
C -0.6297 1.2036 2.9276 0.41 -0.45 0.18
H -0.3352 2.5063 1.2735 -0.55 -0.17 0.49
C -2.0308 3.1299 2.4990 0.21 -0.39 -0.11
H 0.6910 -0.4670 3.2283 -0.08 0.08 0.07
C -1.4114 0.8784 4.0386 0.12 0.31 -0.26
H -2.2566 4.0015 1.8893 -0.03 -0.06 0.11
C -2.7846 2.8376 3.6353 -0.12 -0.04 0.00
C -2.4839 1.7008 4.3876 -0.25 -0.12 0.07
H -1.1624 -0.0084 4.6230 -0.08 0.24 -0.07
H -3.6193 3.4867 3.9196 0.31 -0.25 -0.05
H -3.1080 1.4386 5.2458 0.22 0.14 -0.21
Si 3.5519 -2.3718 -2.1842 -0.68 1.09 0.77
Cl 2.5428 -0.9441 -0.8859 1.55 -0.76 -0.92
C 3.3193 -1.6689 -3.9137 0.08 -0.02 -0.26
C 2.7423 -4.0238 -1.9072 0.05 -0.33 -0.10
C 5.3446 -2.3027 -1.6506 -0.03 0.00 0.00
H 2.4753 -0.9606 -3.9633 0.27 -0.34 0.11
H 3.1468 -2.4721 -4.6485 0.04 0.24 0.19
H 4.2317 -1.1317 -4.2233 -0.31 -0.14 0.10
H 5.7941 -1.3337 -1.9078 -0.15 -0.21 0.07
H 5.9140 -3.0860 -2.1614 0.03 0.04 0.05
H 5.4386 -2.4518 -0.5662 -0.06 0.00 -0.28
H 1.7091 -3.9225 -1.5610 0.32 0.11 0.01
H 3.2728 -4.5748 -1.1200 -0.12 0.11 -0.12
H 2.7477 -4.6392 -2.8167 0.11 0.11 0.08
C -2.6210 -3.0166 0.4476 1.04 0.75 -0.25
O -1.6932 -1.9751 0.2287 -2.54 -1.22 0.28
H -2.1044 -3.9830 0.3926 -0.07 -0.06 0.24
H -3.3984 -3.0079 -0.3298 -0.03 0.07 0.11
H -3.0907 -2.8944 1.4353 0.02 -0.19 -0.18
```
Forces are in eV/Å.

Output
2S+1   2
Frontier orbital gap (alpha / beta)   5.67 / 8.18 eV
Electronic energy   -3542.08253 a.u.
Lowest unoccupied orbital energy (alpha / beta)   0.46 / 0.46 eV
Expectation value of S²   0.7524

Here are the Mulliken charges for atoms 1 to 8, given in e:
1 C -1.4066
2 C 0.2189
3 H 0.3594
4 H 0.1502
5 H 0.3805
6 C 0.3836
7 C -1.6377
8 H 0.5361

---

This record from OMol25 describes a structure of composition C36H44LuN3P. The level of theory is the ωB97M-V functional and the def2-TZVPD basis.

```
85
Properties=species:S:1:pos:R:3:forces:R:3
Lu 0.5153 0.0360 0.0192 1.60 0.55 -0.95
N 0.2665 1.9357 -1.1032 0.29 0.22 0.78
N -0.2991 -0.2257 -3.1173 0.07 -1.06 -0.45
C -1.0895 -1.4610 1.1564 -0.60 1.04 0.66
C -1.8749 -0.6607 0.2646 0.08 0.21 0.88
C -1.8187 0.6936 0.7181 0.05 -1.01 0.82
C -2.7194 1.7854 0.2705 -0.08 0.45 -0.30
H -3.0612 1.6233 -0.7571 0.10 0.12 0.11
H -2.2206 2.7598 0.3158 -0.09 -0.06 -0.10
H -3.6128 1.8417 0.9159 0.23 -0.04 -0.13
C -0.9886 0.7391 1.8803 -0.65 -0.97 -0.05
C -0.7681 1.9195 2.7545 0.21 0.42 0.33
H -1.4561 1.8968 3.6171 0.14 0.08 -0.17
H -0.9356 2.8592 2.2111 0.05 -0.21 0.16
H 0.2601 1.9389 3.1459 -0.22 0.08 -0.04
C -0.5720 -0.5982 2.1780 -0.88 0.28 -0.76
C 0.0708 -1.0353 3.4398 0.49 -0.11 0.36
H 0.7861 -0.2835 3.7997 -0.10 -0.19 -0.02
H 0.6049 -1.9835 3.2959 -0.04 0.15 0.17
H -0.6770 -1.1870 4.2374 0.16 0.01 -0.20
C -2.8232 -1.1785 -0.7548 -0.16 -0.24 -0.52
H -3.7981 -1.4397 -0.3051 0.24 0.07 -0.08
H -2.4259 -2.0819 -1.2354 -0.13 0.19 -0.03
H -3.0074 -0.4334 -1.5379 0.07 -0.20 0.06
C -0.9854 -2.9429 1.1572 0.29 -0.54 0.01
H 0.0678 -3.2669 1.1587 -0.23 -0.14 -0.02
H -1.4640 -3.3760 0.2719 0.11 0.05 0.19
H -1.4607 -3.3804 2.0509 0.09 0.09 -0.23
C 0.6098 3.0051 -0.3360 -0.41 0.96 -1.37
H 1.2425 2.8147 0.5378 -0.26 0.01 -0.10
C 0.2505 4.2988 -0.6930 1.02 -0.58 1.70
H 0.5808 5.1269 -0.0700 -0.09 -0.14 -0.12
C -0.5325 4.5008 -1.8352 -0.83 -0.95 -1.50
H -0.8379 5.5023 -2.1235 0.02 -0.09 0.00
C -0.8940 3.4151 -2.6068 -0.11 1.44 0.41
H -1.4879 3.4974 -3.5154 0.09 0.27 0.19
C -0.4727 2.1040 -2.2601 -0.51 -1.82 -0.90
C -0.8526 1.0290 -3.0932 -0.02 2.24 0.28
H -1.4976 1.2438 -3.9440 0.20 0.05 0.20
C 0.5459 -0.7379 -2.1408 -0.57 0.10 0.47
C -0.5776 -1.1928 -4.1045 0.08 1.25 0.78
H -1.1703 -0.9552 -4.9659 -0.18 -0.05 -0.05
C 0.1095 -2.2884 -3.7771 0.55 -0.75 -0.10
H 0.1938 -3.2373 -4.2872 0.02 0.18 0.04
N 0.8337 -2.0007 -2.6258 0.48 -1.23 -0.42
C 1.7954 -2.8430 -2.0139 -0.52 0.44 0.21
C 1.4040 -4.1072 -1.5425 0.43 -0.02 0.45
C 2.2812 -4.8051 -0.7052 0.34 0.28 -0.36
H 1.9699 -5.7617 -0.2840 0.03 0.14 -0.10
C 3.5533 -4.3056 -0.4058 -0.29 0.03 -0.16
C 4.4877 -5.0578 0.4937 0.07 -0.09 0.15
H 4.4628 -4.6652 1.5184 0.02 -0.04 -0.12
H 5.5185 -4.9756 0.1332 -0.10 -0.08 0.09
H 4.2092 -6.1139 0.5357 0.12 0.05 0.04
C 3.9462 -3.0836 -0.9584 -0.36 0.10 -0.23
H 4.9566 -2.7131 -0.7675 -0.26 -0.03 -0.03
C 3.0805 -2.3271 -1.7542 0.28 -0.28 0.24
C 3.5293 -1.0188 -2.3335 0.44 0.35 -0.29
H 3.6754 -1.0784 -3.4246 -0.14 -0.12 0.24
H 4.4883 -0.7288 -1.8907 -0.18 -0.09 -0.22
H 2.8093 -0.2008 -2.1546 0.22 -0.40 0.01
C 0.0650 -4.6942 -1.8622 -0.43 -0.29 0.12
H 0.0833 -5.2488 -2.8151 -0.04 0.18 0.20
H -0.7257 -3.9357 -1.9314 0.26 -0.16 -0.01
H -0.2126 -5.4090 -1.0746 0.01 0.14 -0.23
C 4.9145 0.5372 0.4648 0.87 -0.05 -0.24
P 3.1901 0.3746 1.1039 -0.73 0.80 0.62
C 3.3725 -1.1418 2.1289 -0.04 -0.34 0.11
C 3.2446 1.7744 2.3055 -0.18 -1.85 -0.76
C 3.0500 1.6215 3.6867 0.09 0.80 0.97
C 3.1100 2.7377 4.5242 -0.19 -1.46 -0.16
C 3.3642 4.0045 3.9953 0.05 1.18 -0.01
C 3.5340 4.1675 2.6207 -0.07 -0.34 -0.23
C 3.4961 3.0600 1.7791 0.10 1.01 -0.29
H 5.0294 1.4130 -0.1934 -0.14 -0.32 0.19
H 5.5883 0.6687 1.3279 -0.19 -0.01 -0.19
H 5.2299 -0.3594 -0.0859 -0.14 0.22 0.12
H 4.3901 -1.5282 1.9835 -0.21 -0.01 0.14
H 3.1919 -0.9651 3.1947 0.15 -0.04 -0.30
H 2.6661 -1.9162 1.7942 0.21 0.15 0.04
H 2.8880 0.6373 4.1325 -0.03 0.37 -0.13
H 2.9613 2.6058 5.5952 0.07 0.03 -0.17
H 3.4293 4.8671 4.6574 -0.06 -0.14 -0.14
H 3.7019 5.1590 2.1921 0.03 -0.26 0.17
H 3.6767 3.1837 0.7080 -0.05 0.02 0.30
```
Forces are in eV/Å.

Output
Total charge   -1
Frontier orbital gap (alpha / beta)   3.11 / 3.38 eV
Electronic energy   -3139.30869 a.u.
Lowest unoccupied orbital energy (alpha / beta)   2.67 / 2.67 eV

Here are the Mulliken charges for atoms 1 to 8, given in e:
1 Lu 0.5700
2 N 0.3689
3 N 0.5441
4 C 0.3179
5 C 1.0781
6 C 0.5568
7 C -1.7913
8 H 0.3915